{"formula": "C23H23Cl2MoN8O3Si", "method": "wB97M-V/def2-TZVPD", "gap_ev": [7.061, 7.174], "e_lumo_ev": [-3.460, -3.471], "homo_ev": [-10.52, -10.65], "multiplicity": 3, "total_charge": 1, "relative_energy_kcal_mol": 0.0, "max_force_ha_per_bohr": 0.052, "species": ["Mo", "Cl", "Cl", "Si", "O", "O", "O", "N", "N", "N", "N", "N", "N", "N", "N", "C", "C", "C", "C", "C", "C", "C", "C", "C", "C", "C", "C", "C", "C", "C", "C", "C", "C", "C", "C", "C", "C", "C", "H", "H", "H", "H", "H", "H", "H", "H", "H", "H", "H", "H", "H", "H", "H", "H", "H", "H", "H", "H", "H", "H", "H"], "xyz": [[-0.64789, 0.08780, 0.16590], [5.68826, -2.38856, -0.94964], [4.25099, -3.35048, -3.51230], [-1.84252, -1.91096, 2.45310], [-1.91814, -0.89509, 1.11337], [0.06106, -0.24773, -3.67064], [3.15179, 0.82138, 1.78798], [3.53177, 3.33881, -3.25627], [0.03737, -0.82498, -1.45297], [2.54198, 1.25764, -3.34645], [-2.35530, 0.16737, -1.28380], [-0.14529, 1.84438, -0.96330], [-0.28335, 1.49384, 1.91985], [1.32613, -0.14309, 0.66142], [1.63363, 3.02771, -2.16843], [1.97151, 0.73282, 1.58918], [-1.97076, -0.17319, -2.49954], [-3.67363, 0.41587, -1.05023], [1.38928, -1.31227, -1.41918], [-0.69662, -1.22135, 3.74276], [0.72403, 2.35952, -1.59229], [2.52660, 2.54489, -2.96377], [-3.55836, -2.22418, 3.14877], [0.53915, 3.26330, 3.92409], [-0.75900, 3.20632, 3.49437], [2.07722, -0.90052, -0.25650], [2.00305, -2.05940, -2.42816], [-2.80067, -0.30504, -3.57458], [-4.59479, 0.25047, -2.08983], [3.32545, -2.47755, -2.24908], [-1.12854, 2.28942, 2.49502], [-4.15866, -0.10674, -3.35204], [1.50669, 2.39796, 3.31488], [1.02333, 1.57768, 2.29264], [4.03822, -1.95470, -1.15688], [-0.49392, -0.39747, -2.60484], [-1.10421, -3.58027, 1.74961], [3.45993, -1.18163, -0.15378], [-4.01428, 0.59113, 0.02021], [4.24210, 3.13680, -3.91757], [-3.42460, -2.83356, 4.08152], [-5.66328, 0.48406, -1.92934], [1.48310, -2.41441, -3.34126], [1.72700, 0.63512, -3.33360], [-4.26740, -2.73368, 2.44840], [0.31982, -1.47624, 3.52909], [3.32825, 1.03196, -3.94953], [3.60607, 4.22871, -2.74226], [2.61014, 2.37124, 3.57719], [0.86381, 3.95628, 4.67376], [4.00739, -0.90272, 0.73864], [-2.14886, 2.26862, 2.16691], [-0.76382, -0.10406, 3.93003], [-0.23442, -3.30025, 1.10036], [-0.92204, -1.82858, 4.66059], [-4.86318, -0.10238, -4.22008], [-2.32104, -0.58765, -4.53605], [-1.92378, -4.03035, 1.22842], [-0.72247, -4.28385, 2.49006], [-1.50662, 3.78900, 4.00823], [-4.08767, -1.31712, 3.45783]]}

{"formula": "C23H23FN2O5", "method": "wB97M-V/def2-TZVPD", "gap_ev": 7.418, "e_lumo_ev": -0.960, "homo_ev": -8.38, "relative_energy_kcal_mol": 348.8, "smiles": "C=Cc1c(F)c(OC[C@@H](C)O)c(C)c2c1C(=O)N(CCC(=O)Nc1ccccc1)C2=O", "max_force_ha_per_bohr": 0.105, "species": ["F", "O", "O", "O", "O", "O", "N", "N", "C", "C", "C", "C", "C", "C", "C", "C", "C", "C", "C", "C", "C", "C", "C", "C", "C", "C", "C", "C", "C", "C", "C", "H", "H", "H", "H", "H", "H", "H", "H", "H", "H", "H", "H", "H", "H", "H", "H", "H", "H", "H", "H", "H", "H", "H"], "xyz": [[-2.38074, 2.73776, 2.51133], [-4.58494, 1.04076, 1.70432], [1.32041, -2.50888, -0.30556], [-2.59477, -0.53537, -3.72970], [-1.91842, -0.70466, 2.82647], [1.13642, 2.02257, -2.22489], [3.51281, -2.78385, -1.07191], [-0.33828, 0.21123, -3.04858], [0.17730, 3.12868, 0.76711], [-0.15733, 4.49104, 1.10097], [-4.40396, -0.28027, 2.34592], [-1.81312, 0.00058, -2.89317], [-2.29696, 2.05524, 1.24812], [-2.21384, 0.56880, -1.46442], [-3.47947, 0.39436, -0.59279], [-3.49058, 1.14465, 0.77775], [6.76277, 0.51788, -0.64819], [-3.20743, -0.30150, 3.41502], [2.12995, -2.20917, -1.21847], [6.00509, -2.06259, -1.17377], [5.27665, 0.85248, -0.36289], [7.10149, -0.95346, -1.03327], [4.17708, -0.26515, -0.49177], [0.15965, -1.16245, -2.69112], [-4.66566, -0.54524, -1.10020], [4.51015, -1.71519, -0.91562], [1.74532, -1.26657, -2.48278], [0.10379, 1.32158, -2.15241], [-1.03533, 2.20530, 0.32664], [-0.99968, 1.43715, -1.01411], [-3.52228, -1.43693, 4.54947], [7.56050, 1.33102, -0.55484], [-5.37439, -0.80851, -0.23703], [-2.64748, -2.19400, 4.56014], [-4.45877, -2.04544, 4.31215], [-0.46512, -1.54548, -1.80926], [-1.09033, 4.77495, 1.70466], [2.16202, -1.82970, -3.40579], [3.71466, -3.40881, -1.86489], [6.36585, -3.09907, -1.48479], [5.01357, 1.92495, -0.06586], [-3.52570, -0.94555, 5.58174], [-0.11503, -1.84574, -3.58374], [8.20790, -1.20228, -1.22498], [0.51264, 5.34577, 0.76026], [-5.24506, 0.01572, -1.90794], [1.24798, 2.73980, 0.86279], [-4.19695, -1.50083, -1.54496], [2.29665, -0.26877, -2.45379], [-4.29413, -1.12274, 1.57726], [-3.13572, 0.72621, 3.90927], [-1.27606, -0.08468, 3.24067], [3.10443, 0.08980, -0.27710], [-5.37754, -0.44542, 2.94852]]}

{"formula": "C23H23N3O", "method": "wB97M-V/def2-TZVPD", "gap_ev": 8.366, "e_lumo_ev": 0.492, "homo_ev": -7.87, "relative_energy_kcal_mol": 93.2, "smiles": "Cn1c(-c2ccccc2)c(CC(=O)N(CCC#N)C2CC2)c2ccccc21", "max_force_ha_per_bohr": 0.081, "species": ["O", "N", "N", "N", "C", "C", "C", "C", "C", "C", "C", "C", "C", "C", "C", "C", "C", "C", "C", "C", "C", "C", "C", "C", "C", "C", "C", "H", "H", "H", "H", "H", "H", "H", "H", "H", "H", "H", "H", "H", "H", "H", "H", "H", "H", "H", "H", "H", "H", "H"], "xyz": [[2.27322, -0.56921, -2.54378], [-3.77028, 0.37770, 0.90208], [0.07105, -0.41936, -2.45648], [-0.40516, 0.76685, 2.30808], [2.04826, -1.01151, 3.01817], [1.35197, -0.05523, -1.98527], [2.98378, -3.17104, 2.52665], [2.35105, -3.12184, 1.23889], [2.82992, -2.08178, 3.39655], [-0.88544, 1.96112, 1.80833], [-1.84817, 2.87450, 2.24204], [-2.97227, -0.05129, 0.22531], [-1.29784, 0.05977, -1.89413], [0.04374, -1.52333, -3.41156], [-1.51761, 4.25686, 0.23264], [-2.12783, 3.97922, 1.44645], [-0.63222, 3.27241, -0.31759], [1.64986, -1.97737, 0.85958], [-0.96398, -1.46940, -4.58417], [-0.91976, -0.14509, 3.36335], [0.55331, -1.20267, -4.83480], [1.61993, 1.01005, -0.87470], [1.43226, -0.88447, 1.75848], [0.76227, 1.12388, 0.32904], [-0.24279, 2.22580, 0.53192], [-1.90993, -0.70883, -0.63668], [0.64917, 0.33854, 1.46349], [2.50175, -3.90351, 0.50959], [-1.13720, 1.07225, -1.58189], [-1.99916, 0.12618, 3.37853], [1.54688, 1.95630, -1.39474], [3.57626, -3.95348, 2.97753], [3.38363, -2.09628, 4.34685], [-2.81970, 4.71842, 1.85334], [-0.08329, 3.46141, -1.24825], [1.15212, -2.04640, -0.10647], [0.37682, -2.55786, -3.09345], [1.27022, -1.93212, -5.39872], [-0.49121, 0.07790, 4.32978], [-1.31506, -2.51257, -4.96299], [2.55268, 0.73562, -0.42307], [-1.72429, -0.65293, -4.69389], [-2.26120, -1.66057, -1.00520], [1.86885, -0.25447, 3.82135], [0.77964, -0.13974, -5.03794], [-2.47409, 2.79729, 3.17156], [-1.05273, -1.20789, 3.15246], [-1.66526, 5.23123, -0.05628], [-1.13563, -1.02056, 0.08591], [-1.97652, -0.09246, -2.73592]]}

{"formula": "C23H23N3O2S2", "method": "wB97M-V/def2-TZVPD", "gap_ev": 8.257, "e_lumo_ev": 0.430, "homo_ev": -7.83, "relative_energy_kcal_mol": 0.0, "smiles": "C[C@@H]1Cc2nc(SCC(=O)NCc3ccccc3)n(Cc3ccccc3)c(=O)c2S1", "max_force_ha_per_bohr": 0.019, "species": ["S", "S", "O", "O", "N", "N", "N", "C", "C", "C", "C", "C", "C", "C", "C", "C", "C", "C", "C", "C", "C", "C", "C", "C", "C", "C", "C", "C", "C", "C", "H", "H", "H", "H", "H", "H", "H", "H", "H", "H", "H", "H", "H", "H", "H", "H", "H", "H", "H", "H", "H", "H", "H"], "xyz": [[-3.59787, -1.58070, -0.49198], [0.70404, 2.76310, -1.20759], [-1.17234, -1.63453, -2.54876], [0.04726, 2.81648, 2.61806], [1.63432, 1.73911, 1.42381], [-0.36422, 0.39191, -1.87456], [-1.45602, 1.67735, -0.24038], [-1.30077, -0.66808, -1.82763], [1.58632, -0.61869, 2.13006], [-5.67142, -0.52249, 1.02048], [1.94501, -1.67748, -1.58602], [0.41430, 3.56721, 0.38766], [0.79164, 0.21842, -2.74780], [2.03742, -2.98075, 2.14325], [-3.50594, 0.80881, 0.85826], [0.34375, -0.87667, 1.56659], [-4.15642, -0.57281, 0.97365], [-0.04397, -2.17217, 1.27812], [-0.49883, 1.48513, -1.09017], [3.00124, -2.20640, -0.86764], [2.43110, -1.68200, 2.41367], [4.07449, -1.40576, -0.51595], [-2.37116, 0.70261, -0.10717], [-2.33545, -0.43784, -0.85779], [4.09638, -0.07738, -0.90241], [3.04761, 0.45065, -1.63706], [0.80277, -3.22799, 1.56892], [1.99250, 0.79519, 2.45895], [1.96066, -0.34398, -1.97801], [0.66340, 2.65550, 1.58831], [1.47371, 1.12726, 3.36545], [2.06846, 1.61843, 0.51857], [-4.22312, 1.54142, 0.47483], [-6.06334, -0.05184, 0.12135], [1.10621, 4.41031, 0.42164], [3.39804, -1.49213, 2.85735], [4.93611, 0.55040, -0.64142], [0.47965, -0.48852, -3.52213], [-6.08346, -1.52613, 1.09111], [-5.99626, 0.04947, 1.88760], [-3.15054, 1.16925, 1.82451], [3.08189, 1.48064, -1.96197], [2.98704, -3.24730, -0.58417], [-0.32554, -0.05223, 1.37101], [1.03945, 1.18125, -3.20060], [0.49764, -4.24008, 1.34944], [-3.77186, -1.10671, 1.84661], [3.07234, 0.84469, 2.63192], [1.10673, -2.30052, -1.85786], [-0.61097, 3.93184, 0.42504], [2.69941, -3.80143, 2.37826], [-1.00817, -2.36356, 0.83157], [4.89635, -1.81904, 0.04928]]}

Question: Which formula does entry 1 have?
Answer: C23H23Cl2MoN8O3Si